(1)
Entry from OMol25: 2 unconnected molecules or ions with the total composition CH5IOSi (ωB97M-V/def2-TZVPD).

XYZ file:
```
9
Properties=species:S:1:pos:R:3
C -0.7778 -1.1413 0.0965
H -1.6663 -1.4988 0.4794
I 3.5568 -0.2803 -0.0069
H 0.0978 1.7343 -1.4909
H -0.9230 -1.1304 -0.9804
H 0.1486 2.4498 1.0431
O -0.6888 0.2306 0.4206
Si 0.3296 1.3932 -0.0919
H -0.0769 -1.7570 0.5303
```

Energy above the lowest of the compared OMol25 structures with the same formula, charge and spin (eV): 3.563
Total charge: 0
Electronic energy (eV): -19142.421
HOMO level (alpha / beta) (eV): -8.6 / -8.6
HOMO-LUMO gap (alpha / beta) (eV): 6.53 / 6.53
Molecular weight (g mol⁻¹): 188.04



(2)
Entry from OMol25: a molecular structure, CH2N3O2S (ωB97M-V/def2-TZVPD).

XYZ file:
```
9
Properties=species:S:1:pos:R:3
C -0.7639 0.9246 0.0394
N 1.5507 -0.4049 -0.0220
O 0.8486 -1.4569 -0.2787
H -2.2927 -0.3820 0.0264
N 1.0871 0.7312 0.2038
H -0.5461 -1.0297 -0.0352
S -1.3745 2.4117 -0.0534
N -1.2944 -0.2619 0.0992
O 2.7851 -0.5320 0.0204
```

Energy above the lowest of the compared OMol25 structures with the same formula, charge and spin (eV): 2.522
Total charge: -1
Electronic energy (eV): -20467.257
HOMO level (eV): -4.3
HOMO-LUMO gap (eV): 7.92
Molecular weight (g mol⁻¹): 120.11



(3)
Entry from OMol25: a molecular structure, C15H11NaO2 (ωB97M-V/def2-TZVPD).

XYZ file:
```
29
Properties=species:S:1:pos:R:3
H -0.5533 -0.9345 3.0696
C -0.9611 0.5377 -1.1663
C -2.3978 0.5120 -1.4950
C -0.4155 -0.3280 2.1730
C -0.3018 -0.8304 -1.4102
C -1.3527 0.1829 1.3274
H -1.0264 2.0940 0.3094
C 0.7810 0.9346 0.6220
H -0.5681 -2.9648 -1.5915
H 4.3060 -0.0271 1.7440
O 0.9274 -0.8799 -1.6529
H -2.4367 0.0625 1.3827
C 2.2081 -0.3337 2.0730
C -1.0939 -2.0149 -1.4634
O -4.4399 -0.6365 -1.2262
C 3.2991 0.2827 1.4641
C -0.6997 1.0393 0.2436
C 1.8426 1.6809 0.1216
Na 2.9646 -0.3415 -1.5198
H 3.9900 1.9437 0.2433
H 2.2976 -1.1018 2.8421
C 3.1324 1.3508 0.5681
H 1.6560 2.5196 -0.5563
C 0.9193 0.0500 1.6942
H -0.4653 1.2274 -1.8849
H -3.0574 -2.8621 -1.5020
C -3.1956 -0.6711 -1.3964
H -2.9098 1.4691 -1.5583
C -2.4494 -1.9606 -1.4548
```

Total charge: 0
Electronic energy (eV): -24243.054
HOMO level (eV): -5.7
HOMO-LUMO gap (eV): 4.45
Molecular weight (g mol⁻¹): 246.24



(4)
Entry from OMol25: C3H3FOS in the gas phase (ωB97M-V/def2-TZVPD).

XYZ file:
```
9
Properties=species:S:1:pos:R:3
S 1.1145 -1.2117 0.2164
C 1.7037 0.3704 -0.2971
F -2.4942 0.4431 0.1449
H -0.6968 -0.3462 -1.2313
O 2.4238 1.0504 0.3394
C -1.4642 -0.2298 0.6194
C -0.4684 -0.6097 -0.1628
H 1.2484 0.7124 -1.3093
H -1.3667 -0.1789 1.6805
```

Energy above the lowest of the compared OMol25 structures with the same formula, charge and spin (eV): 1.113
Total charge: 0
Electronic energy (eV): -18757.928
HOMO level (eV): -9.5
Structure (SMILES): O=CS/C=C/F
HOMO-LUMO gap (eV): 9.99
Molecular weight (g mol⁻¹): 106.12



What is the total charge in the second record? -1



Which value of total charge does entry 2 give? -1